Entry w
DFT (the ωB97M-V functional and the def2-TZVPD basis) results for 5 unconnected molecules or ions with the total composition H12NO4.

As for the total charge: +1. The calculation puts the HOMO energy at -15.083 eV.

Last column: natural (NBO) charge in e.
Geometry (Å):
1 N -0.4268 0.6767 0.5559  -0.901
2 H -0.4361 0.3267 -0.4582  0.483
3 H -1.0847 0.0607 0.9897  0.453
4 H 0.5221 0.7025 1.0547  0.480
5 H -0.6651 1.6391 0.4316  0.436
6 H 0.8431 0.3837 -4.6982  0.504
7 H 0.0613 -0.8439 -4.6623  0.488
8 O 0.2096 -0.1083 -4.0860  -0.945
9 H -2.8094 -0.3805 2.3996  0.469
10 H -2.2074 -1.3327 3.3956  0.492
11 O -2.0518 -0.4381 3.0283  -0.954
12 H 2.5431 0.4338 2.1396  0.487
13 H 1.6614 1.0647 3.3111  0.499
14 O 2.0674 1.1883 2.4399  -0.962
15 H 0.3104 -0.6622 -2.5315  0.512
16 H 1.0508 -1.6988 -1.7762  0.492
17 O 0.4120 -1.0118 -1.5337  -1.034


Entry x
DFT (the ωB97M-V functional and the def2-TZVPD basis) results for 5 unconnected molecules or ions with the total composition H12NO4.

As for the total charge: +1. The calculation puts the HOMO energy at -14.789 eV.

Last column: natural (NBO) charge in e.
Geometry (Å):
1 N 0.1989 -0.9807 0.5847  -0.893
2 H 0.8390 -0.1439 0.5655  0.486
3 H -0.6613 -0.8426 0.0502  0.458
4 H 0.7219 -1.7379 0.1367  0.457
5 H -0.0900 -1.2234 1.5307  0.436
6 H -2.1350 3.0249 0.3118  0.458
7 H -2.0618 4.2689 -0.5283  0.485
8 O -1.6456 3.8590 0.2335  -0.941
9 H -1.8190 -2.9426 -0.9027  0.487
10 H -2.8608 -1.8676 -0.8181  0.491
11 O -2.1483 -2.2638 -0.3035  -0.965
12 H 3.3753 -1.4787 -1.3588  0.500
13 H 3.3403 -1.9664 0.0849  0.487
14 O 2.7850 -1.5892 -0.6071  -0.980
15 H -0.0187 2.0322 0.6140  0.500
16 H 1.4235 2.2691 0.1498  0.510
17 O 0.7564 1.5827 0.2567  -0.976


Question: which arrangement is favored energetically? Ranking from most to least stable: entry x, entry w.